# 1
Below is 2 unconnected molecules or ions with the total composition C4H13N3, with properties calculated with the ωB97M-V functional and the def2-TZVPD basis.

Values from the calculation:
Multiplicity   1
Total charge   0
Largest force on an atom   0.3 eV/A
Structure (SMILES)   NC(N)N.C=CC
E_tot   -324.44125 Eh
Molar mass   103.169 g mol⁻¹
Orbital gap   10.22 eV
HOMO energy   -9.1068 eV

Geometry (Å):
1 C 1.3106 -0.5328 -0.9933
2 N 0.4450 -1.5584 -0.4443
3 N 1.5255 0.5438 -0.0462
4 N 2.5702 -1.0965 -1.4491
5 H 0.8038 -0.1080 -1.8686
6 H 1.8322 0.1609 0.8442
7 H 3.1056 -0.3932 -1.9449
8 H 3.1245 -1.3907 -0.6492
9 H 0.9239 -2.0520 0.3044
10 H 0.2166 -2.2381 -1.1598
11 H 0.6507 1.0285 0.1164
12 C -1.6594 1.1065 1.8961
13 C -1.7924 1.2294 0.4149
14 C -2.1073 0.2321 -0.3905
15 H -1.6167 2.2204 0.0142
16 H -1.8896 0.0946 2.2207
17 H -2.3303 1.8028 2.3964
18 H -0.6452 1.3502 2.2117
19 H -2.2803 -0.7626 -0.0172
20 H -2.1873 0.3633 -1.4558

Forces on the atoms, in the same order (eV/Å):
0.079 0.013 -0.027
-0.171 -0.142 0.084
0.083 0.236 -0.013
0.053 -0.150 -0.235
0.076 -0.049 0.145
-0.008 0.057 -0.023
0.039 0.039 0.105
-0.008 0.025 -0.070
-0.027 -0.012 -0.057
0.112 -0.090 0.009
-0.050 -0.097 0.083
-0.018 -0.057 -0.052
-0.121 0.137 0.118
-0.080 0.063 -0.082
0.015 0.092 -0.175
-0.006 -0.059 0.079
-0.040 0.039 0.121
0.098 0.033 0.106
-0.007 -0.167 0.121
-0.020 0.089 -0.236

***

# 2
Below is 3 unconnected molecules or ions with the total composition C6H12Br6 in a non-equilibrium geometry, with properties calculated with the ωB97M-V functional and the def2-TZVPD basis.

Values from the calculation:
Multiplicity   1
Total charge   0
Largest force on an atom   1.9 eV/A
Structure (SMILES)   BrCCBr.BrCCBr.BrCCBr
E_tot   -15679.87674 Eh
Molar mass   563.586 g mol⁻¹
Orbital gap   10.65 eV
HOMO energy   -10.4184 eV

Geometry (Å):
1 Br -13.5846 -1.2494 5.7959
2 C -12.7224 0.5270 5.4491
3 C -11.2231 0.3823 5.2922
4 Br -10.2394 2.0692 4.7291
5 H -12.8924 1.0879 6.3682
6 H -13.2038 0.9703 4.5774
7 H -11.1166 -0.3989 4.5396
8 H -10.8230 -0.0724 6.1985
9 Br -7.9791 12.3850 4.1817
10 C -6.6205 11.1261 4.8834
11 C -7.1918 9.7066 5.1286
12 Br -5.8012 8.5743 5.9914
13 H -6.2923 11.5911 5.8129
14 H -5.7849 11.0529 4.1873
15 H -7.5066 9.0998 4.2796
16 H -7.9753 9.6314 5.8826
17 Br -5.6317 -4.8769 8.6346
18 C -5.3651 -6.8155 8.4720
19 C -4.6530 -7.3652 9.7549
20 Br -3.4998 -8.9078 9.3622
21 H -4.7118 -6.9302 7.6070
22 H -6.2749 -7.3530 8.2045
23 H -5.2645 -7.5738 10.6328
24 H -3.9817 -6.5742 10.0890

Forces on the atoms, in the same order (eV/Å):
0.618 0.855 -0.298
0.049 0.534 0.753
-0.232 -1.051 -0.624
-1.005 -1.480 0.606
-0.507 0.097 -0.311
-0.025 -0.153 0.240
0.701 0.485 -0.421
0.402 0.712 0.055
0.425 -0.634 0.084
-0.466 -0.879 0.128
0.208 -0.097 0.731
-0.054 0.395 -0.303
-0.024 -0.261 -0.124
-0.237 0.279 -0.043
0.192 0.623 -0.234
-0.044 0.573 -0.239
-0.255 -0.592 0.041
0.757 -0.798 0.446
0.222 1.120 -0.573
-0.540 0.324 0.080
0.139 0.100 0.262
-0.202 0.407 0.384
-0.327 -0.332 -0.510
0.206 -0.228 -0.129

***

# 3
Below is a gas-phase ion, C5H12BrN2 (charge +1) in a non-equilibrium geometry, with properties calculated with the ωB97M-V functional and the def2-TZVPD basis.

Values from the calculation:
Multiplicity   1
Total charge   +1
Largest force on an atom   4.5 eV/A
Structure (SMILES)   C/N=C/C[N@@H+](C)CBr
E_tot   -2880.89666 Eh
Molar mass   180.069 g mol⁻¹
Orbital gap   9.70 eV
HOMO energy   -13.3687 eV

Geometry (Å):
1 C 0.5301 -1.0020 0.5391
2 C -0.7231 -0.6492 -0.1770
3 C 0.0971 1.6760 -0.4721
4 C 1.6400 -1.6966 2.5409
5 C -1.7921 0.9143 -1.8625
6 N 0.4804 -1.3596 1.7244
7 N -0.4817 0.5807 -1.1502
8 Br 1.9628 1.9215 -1.1795
9 H 1.5194 -0.6613 0.0513
10 H -0.0015 1.4637 0.6825
11 H -1.1000 -1.4519 -0.9814
12 H -1.5589 -0.5020 0.5203
13 H -0.3358 2.6052 -0.6108
14 H 1.6907 -2.6819 2.9127
15 H 2.5577 -1.4661 1.8405
16 H 1.5796 -1.1186 3.4861
17 H -2.5720 1.2971 -1.1077
18 H -1.6044 1.8398 -2.6019
19 H -2.0965 0.0550 -2.3849
20 H 0.2081 0.2361 -1.7698

Forces on the atoms, in the same order (eV/Å):
2.163 1.529 -0.632
-1.361 -1.445 -2.971
2.557 0.219 3.707
1.437 2.604 -2.013
0.455 3.863 0.115
-1.054 -1.445 1.592
-3.120 -1.734 1.033
-1.144 -0.152 0.811
-1.062 -1.000 0.287
0.950 0.526 -2.205
1.018 1.355 1.975
0.292 0.485 -0.322
-1.175 1.545 -0.780
-0.402 -1.470 -0.266
-1.056 -0.413 1.957
0.308 0.196 -0.828
1.352 -0.932 -0.983
-0.241 -2.301 1.563
-0.562 -0.946 -0.641
0.645 -0.483 -1.402